1.
A cluster of 2 separate species, C4H12NO3 in total in a non-equilibrium geometry, computed with ωB97M-V/def2-TZVPD.

## Properties
**Spin multiplicity**: 1
**Energy above the lowest of the compared OMol25 structures with the same formula, charge and spin**: 1.2168 eV
**Kohn-Sham gap**: 12.0 eV
**Net charge**: +1
**LUMO energy**: -3.280 eV
**Strongest force on any atom**: 3.1 eV Å⁻¹

```
20
C4H12NO3 (ωB97M-V/def2-TZVPD)
O 1.3385 0.1251 -1.3934
C -0.0169 0.3475 -1.5748
C -0.3383 1.3944 -0.4978
N 0.3096 0.9798 0.8625
C -0.7968 0.5594 1.8601
C -1.5423 -0.6068 1.2853
O -0.7200 -0.1299 -2.3831
H 1.7105 -0.3164 -2.1672
H -1.4038 1.5964 -0.3806
H -0.0795 2.4110 -0.7199
H 0.9618 1.6807 1.1971
H 0.7095 0.0613 0.5806
H -0.3100 0.2970 2.8153
H -1.4584 1.3871 2.1015
H -2.2462 -0.9111 2.0818
H -2.0254 -0.2144 0.3877
H -0.9746 -1.5221 1.0821
H 1.6827 -1.8562 1.8830
H 1.6507 -2.8905 0.6021
O 1.3629 -2.0639 0.9947
```

2.
A structure of composition C8H24BrMnO4 in a non-equilibrium geometry, computed with ωB97M-V/def2-TZVPD.

## Properties
**Spin multiplicity**: 6
**Energy above the lowest of the compared OMol25 structures with the same formula, charge and spin**: 6.2953 eV
**Kohn-Sham gap (alpha / beta)**: 3.4 / 3.6 eV
**Net charge**: +1
**LUMO energy (alpha / beta)**: -8.936 / -8.774 eV
**Strongest force on any atom**: 3.1 eV Å⁻¹

```
38
C8H24BrMnO4 (ωB97M-V/def2-TZVPD)
Mn 0.6582 -3.2782 3.4568
Br 0.1028 -1.5658 1.3606
C -0.8566 3.1238 3.3232
C -1.2756 1.6913 3.1195
O -1.4912 1.4159 1.7566
H -1.7645 3.6895 3.1139
H -0.1468 3.5303 2.6027
H -0.5493 3.2250 4.3641
H -2.0842 1.4090 3.7938
H -0.4385 1.0936 3.4800
H -1.0986 0.5725 1.5194
C 0.3329 -0.1317 -2.4831
C 1.5946 -0.9557 -2.2558
O 1.2941 -2.2674 -1.7263
H -0.3575 -0.7528 -3.0538
H 0.5054 0.7896 -3.0393
H -0.1634 0.0597 -1.5316
H 2.2769 -0.3972 -1.6151
H 2.0777 -1.1456 -3.2143
H 0.9761 -2.1937 -0.8235
C -3.5145 -3.1134 -2.5016
C -2.3180 -2.9132 -1.5647
O -2.8658 -2.0707 -0.5366
H -3.1822 -3.6523 -3.3889
H -3.9084 -2.1724 -2.8856
H -4.3261 -3.6727 -2.0363
H -1.4803 -2.3931 -2.0292
H -1.9346 -3.8619 -1.1890
H -2.0852 -1.7826 -0.0578
C 3.5334 2.7179 0.0894
C 2.4524 1.8146 0.6992
O 2.8270 0.4201 0.6913
H 3.2774 3.7738 0.1766
H 3.6580 2.4655 -0.9637
H 4.4633 2.5005 0.6150
H 1.5521 1.9760 0.1064
H 2.2357 2.1123 1.7251
H 2.0232 -0.0605 0.9025
```

3.
A cluster of 3 separate species, C28H59BCl2N4O10P2S in total, computed with ωB97M-V/def2-TZVPD.

## Properties
**Spin multiplicity**: 1
**Kohn-Sham gap**: 7.9 eV
**LUMO energy**: 0.094 eV
**Strongest force on any atom**: 0.8 eV Å⁻¹

```
107
C28H59BCl2N4O10P2S (ωB97M-V/def2-TZVPD)
C 1.7564 -6.3455 -2.8725
C 0.5433 -6.1701 -2.3840
C -0.1375 -4.8318 -2.3847
C -0.6921 -4.3129 -1.0218
B -1.7433 -5.5022 -0.5849
O -1.9422 -5.8773 0.7075
O -2.2954 -6.2361 -1.6141
C -3.6089 -6.7388 -1.4903
C -1.6463 -3.0677 -1.3311
N -2.9987 -3.6259 -1.5853
P -1.3346 -2.2533 -3.0845
P -1.2829 -0.0983 -2.8193
O -0.5145 0.3720 -1.6587
O -0.7147 0.4503 -4.2226
O -2.7990 0.3858 -2.8883
C -1.8817 -2.0094 -0.1974
C -3.1296 -2.0505 0.6986
Cl -3.9659 -3.4793 1.2073
C -3.6256 -0.9385 1.2295
C -4.8022 -0.9093 2.1607
Cl -2.9625 0.6296 0.9242
O -0.7174 -1.7737 0.6277
S -0.1218 -3.0123 1.4054
O 0.9867 -2.5053 2.1421
O -1.1524 -3.6722 2.1368
C 0.4832 -4.0619 0.0520
C 0.9033 -5.3122 0.8609
O 1.8950 -6.0902 0.1723
N 2.1506 -7.2415 0.9021
O 2.9916 -7.8778 0.3982
C 1.8148 -3.4610 -0.5656
C 1.6974 -2.2050 -1.4384
C 3.0598 -3.3224 0.3494
C 3.4107 -1.9306 0.9237
H 2.3270 -7.2416 -2.6759
H 2.2120 -5.5754 -3.4863
H 0.0030 -7.0402 -2.0278
H 0.6032 -4.1437 -2.7887
H -0.9692 -4.8612 -3.0936
H -2.8421 -6.0436 0.9969
H -4.3371 -5.9363 -1.3571
H -3.8519 -7.2897 -2.3971
H -3.7046 -7.4394 -0.6549
H -3.6390 -2.8550 -1.7749
H -2.9749 -4.1229 -2.4726
H 0.0150 -2.3084 -3.4510
H 0.2465 0.5274 -4.1264
H -2.9496 0.9970 -3.6225
H -2.0078 -1.0450 -0.6790
H -5.6729 -1.3475 1.6712
H -4.5950 -1.4784 3.0665
H -5.0396 0.1126 2.4371
H 0.0803 -5.9374 1.1785
H 1.3667 -4.9621 1.7863
H 2.0844 -4.2722 -1.2408
H 0.8161 -1.5975 -1.2729
H 1.7805 -2.4642 -2.4943
H 2.5422 -1.5412 -1.2633
H 3.9036 -3.5894 -0.2941
H 3.1038 -4.0542 1.1506
H 4.2335 -1.4777 0.3674
H 3.7290 -2.0180 1.9597
H 2.5776 -1.2367 0.8944
C -2.0436 3.5144 -0.5898
C -1.9397 4.9811 -0.9785
N -0.6224 5.5118 -0.6869
C -0.5522 6.9615 -0.7417
C -0.8022 7.6387 -2.0955
C 0.4918 4.7996 -1.2920
C 0.4990 4.6456 -2.8187
H -1.7375 3.3709 0.4482
H -3.0743 3.1699 -0.6928
H -1.4230 2.8801 -1.2165
H -2.6673 5.5584 -0.4016
H -2.2262 5.0965 -2.0378
H 0.4206 7.2823 -0.3579
H -1.2821 7.3545 -0.0264
H 0.0297 7.4992 -2.7840
H -0.9205 8.7143 -1.9495
H -1.7115 7.2707 -2.5720
H 0.5309 3.7977 -0.8558
H 1.4223 5.2760 -0.9727
H -0.4629 4.2928 -3.1948
H 1.2515 3.9067 -3.1032
H 0.7471 5.5727 -3.3324
C 4.3431 3.8473 4.5531
C 3.1652 4.7652 4.2616
N 2.7702 4.7491 2.8666
C 1.8785 5.8313 2.4979
C 0.4924 5.8761 3.1502
C 2.4400 3.4424 2.3188
C 1.3383 2.6244 3.0038
H 5.1718 4.0593 3.8763
H 4.6884 4.0022 5.5761
H 4.0779 2.7943 4.4542
H 3.4526 5.7916 4.5057
H 2.3385 4.5063 4.9432
H 1.7529 5.8254 1.4114
H 2.3879 6.7750 2.7226
H -0.1621 5.0977 2.7604
H 0.0153 6.8333 2.9278
H 0.5412 5.7827 4.2360
H 3.3522 2.8399 2.3118
H 2.1834 3.5805 1.2653
H 1.4794 2.5767 4.0848
H 1.3579 1.5996 2.6275
H 0.3434 3.0214 2.8068
```

Q: Number 3 is which compound?
A: C28H59BCl2N4O10P2S

Q: Number 3 is which compound?
A: C28H59BCl2N4O10P2S

Q: Look up the strongest force on any atom of the first one.
A: 3.1 eV Å⁻¹